1.
{
  "formula": "C2H2N3O",
  "method": "ωB97M-V with the def2-TZVPD basis set",
  "e_tot_ha": -316.4141,
  "orbital_gap_ev": [7.55, 7.55],
  "e_above_lowest_ev": 4.787,
  "e_homo_ev": [-15.699, -15.700],
  "total_charge": 1,
  "elements": ["O", "H", "N", "N", "C", "C", "H", "N"],
  "positions_angstrom": [[3.506, 0.267, -0.163], [-2.949, -1.109, -0.670], [1.312, -0.368, 0.050], [-2.265, -0.844, -0.024], [-0.369, 0.580, 0.269], [2.392, 0.162, -0.089], [-0.302, 1.473, 0.636], [-1.324, -0.161, -0.008]]
}

2.
{
  "formula": "C15H14BrNO4S",
  "method": "ωB97M-V with the def2-TZVPD basis set",
  "e_tot_ha": -3907.9200,
  "orbital_gap_ev": 9.17,
  "e_above_lowest_ev": 0.000,
  "smiles": "Cc1cccc(OCC(=O)NS(=O)(=O)c2ccc(Br)cc2)c1",
  "e_homo_ev": -8.908,
  "total_charge": 0,
  "elements": ["H", "C", "O", "S", "H", "C", "C", "O", "C", "C", "H", "C", "C", "H", "O", "H", "C", "C", "H", "H", "H", "N", "C", "H", "O", "H", "H", "C", "H", "C", "C", "H", "C", "C", "H", "Br"],
  "positions_angstrom": [[-2.316, -2.192, 2.354], [2.512, 0.052, 0.948], [2.826, 3.206, 0.548], [2.315, 2.348, -0.463], [3.153, 0.228, -0.986], [-2.328, -1.306, 1.719], [-1.488, 1.444, -1.348], [2.040, 0.569, 1.928], [-0.091, -1.550, 0.650], [0.725, -1.823, -0.437], [0.490, 2.772, 1.701], [-2.034, -1.776, -0.736], [-1.219, -2.031, -1.827], [-1.985, 2.411, 1.872], [2.100, -1.899, -0.387], [-3.359, -1.105, 1.441], [-1.475, -1.540, 0.510], [-0.087, 2.409, 0.867], [0.801, -2.273, -2.521], [-2.042, 1.072, -2.195], [0.422, 1.461, -2.339], [2.830, 0.739, -0.178], [-0.123, 1.651, -1.428], [3.803, -1.662, 0.644], [2.676, 2.573, -1.827], [0.322, -1.347, 1.625], [-1.944, -0.474, 2.306], [2.739, -1.456, 0.788], [-1.658, -2.215, -2.796], [0.153, -2.060, -1.686], [-2.135, 1.725, -0.154], [-3.107, -1.765, -0.854], [-1.454, 2.201, 0.956], [0.553, 2.136, -0.325], [2.388, -1.986, 1.680], [-4.003, 1.463, -0.050]]
}

3.
{
  "formula": "C26H33HfN4O12P2S5Se",
  "method": "ωB97M-V with the def2-TZVPD basis set",
  "e_tot_ha": -7255.8279,
  "orbital_gap_ev": 3.49,
  "e_homo_ev": -2.186,
  "total_charge": -1,
  "elements": ["C", "C", "Hf", "H", "H", "H", "H", "C", "H", "H", "H", "H", "H", "H", "H", "H", "C", "C", "C", "S", "C", "H", "O", "H", "C", "H", "O", "C", "C", "C", "C", "C", "H", "H", "H", "O", "H", "O", "S", "S", "C", "C", "O", "C", "C", "C", "N", "N", "H", "Se", "H", "O", "S", "H", "O", "P", "O", "C", "O", "H", "H", "H", "H", "C", "C", "C", "N", "C", "C", "S", "C", "H", "P", "C", "H", "H", "O", "O", "H", "H", "H", "O", "H", "N"],
  "positions_angstrom": [[3.279, -5.362, -1.609], [-4.029, 3.131, 0.602], [-0.403, -0.776, -1.117], [-0.868, 3.307, -2.341], [3.409, 6.212, 2.634], [0.160, 1.255, 5.689], [-6.368, -1.730, 1.822], [-1.957, 2.363, 1.442], [5.257, -6.221, -1.286], [1.311, 0.490, -6.642], [2.024, 0.936, -2.580], [5.362, -5.526, 1.104], [-5.372, -3.984, 0.844], [-4.020, 4.238, -1.244], [-3.700, 2.004, 2.505], [-6.369, -1.809, 0.010], [1.386, -0.548, 5.813], [-1.328, 2.670, 0.172], [-3.586, -2.990, 0.209], [-3.388, -1.285, -0.415], [0.075, 0.106, -4.832], [3.161, -5.892, -2.544], [-1.474, 4.033, -1.863], [-0.703, -0.186, 6.286], [4.783, 4.531, 2.386], [1.666, 1.500, -5.290], [-0.672, -0.890, -5.541], [3.027, 3.416, 0.562], [-4.800, -3.113, 1.084], [4.441, -5.614, -0.853], [2.586, -3.823, 0.066], [3.909, 5.689, 1.830], [-5.084, 3.188, 0.760], [5.828, 4.601, 2.100], [-1.249, 2.140, 2.292], [0.202, 0.862, -0.036], [-5.100, 0.295, 0.535], [-0.196, 2.483, -3.331], [2.566, 5.171, 0.612], [-0.562, -0.150, 3.912], [-5.730, -1.809, 0.892], [3.745, -4.049, 0.939], [0.206, -1.770, -2.907], [0.006, 2.143, -0.089], [4.593, -5.109, 0.458], [0.852, 0.969, -5.796], [0.996, 3.022, -0.334], [2.282, 2.566, -0.124], [0.778, 3.931, -0.680], [-2.572, -2.119, -2.537], [4.794, 4.585, 3.472], [-2.200, 1.727, -4.615], [4.166, 2.958, 1.886], [1.943, 0.026, 6.557], [-2.019, -0.725, 0.090], [1.217, -0.879, -3.742], [-1.404, 0.486, -2.466], [-2.045, 3.521, -0.701], [1.420, 0.225, -2.374], [2.898, -2.634, 2.171], [-2.671, -3.325, 0.627], [1.352, -4.281, -1.711], [-2.742, 0.930, -4.700], [1.650, -2.783, 0.513], [-3.273, 2.489, 1.626], [-4.764, -0.672, 0.883], [1.799, -2.319, 1.805], [-3.450, 3.709, -0.497], [0.046, 0.124, 5.576], [2.292, -0.654, 4.268], [2.278, -4.486, -1.180], [0.194, 1.750, -6.125], [-0.935, 1.229, -3.717], [0.898, -0.708, 3.246], [-1.095, -1.552, -4.933], [-4.174, -0.619, 1.822], [3.953, -3.430, 2.028], [2.469, -1.376, -4.304], [1.247, -1.546, 6.235], [4.505, 6.423, 1.269], [-4.505, -3.075, 2.186], [0.690, -2.434, -0.277], [-3.662, -3.642, -0.682], [0.768, -1.541, 2.196]]
}

4.
{
  "formula": "C5H6N",
  "method": "ωB97M-V with the def2-TZVPD basis set",
  "e_tot_ha": -248.3925,
  "orbital_gap_ev": 8.60,
  "e_above_lowest_ev": 6.073,
  "e_homo_ev": -15.077,
  "total_charge": 1,
  "elements": ["H", "C", "C", "C", "H", "H", "H", "N", "H", "C", "H", "C"],
  "positions_angstrom": [[0.972, -0.027, 1.576], [-1.570, -0.605, -0.196], [-1.178, 0.625, -0.277], [0.954, -0.930, -0.414], [0.521, 1.870, -0.720], [0.919, -0.651, -1.467], [-0.138, 2.036, 0.859], [-0.392, -0.967, 0.510], [-2.439, -1.184, -0.362], [0.030, 1.406, 0.056], [1.648, -1.688, -0.181], [0.673, 0.114, 0.615]]
}